Entry from the OMol25 dataset: C5H10N2 as an isolated structure (ωB97M-V/def2-TZVPD).

Largest force on an atom (eV Å⁻¹): 1.9
Highest occupied orbital energy (eV): -7.95
E (Ha): -305.9605
Energy above the lowest of the compared OMol25 structures with the same formula, charge and spin (kJ/mol): 166.4

Geometry (Å):
C -0.8691 0.2902 -1.7493
C 2.2859 0.3596 1.1447
C -0.7149 -0.5030 -0.4730
C 0.9058 0.0581 0.6744
N -1.6960 -1.4516 -0.2602
C -0.3223 0.7795 0.9372
N 0.5837 -0.9337 -0.1164
H -1.5528 -2.0996 0.4996
H -2.5061 -1.4976 -0.8585
H -0.8105 -0.3901 -2.6071
H -1.8338 0.8007 -1.7846
H -0.0810 1.0355 -1.8346
H 2.5517 1.3829 0.8621
H 2.3472 0.2955 2.2336
H 3.0044 -0.3281 0.6980
H -0.3069 1.8695 0.9630
H -0.9853 0.3325 1.6711